# 1
149
Properties=species:S:1:pos:R:3 method="wB97M-V/def2-TZVPD" total_charge=+7 de_lowest_kcal_mol=178.2 gap_ev=9.02
B -12.2731 -1.6984 7.6486
F -12.0039 -0.8421 6.5967
F -11.6695 -1.3140 8.8428
F -13.5792 -1.5477 7.9660
F -12.0629 -2.9805 7.2675
C -8.8685 -2.1806 8.7515
C -8.5187 -1.1242 7.6303
C -8.2421 -1.7345 6.1939
O -8.4236 -0.9292 5.0284
C -7.9349 -1.5541 3.8724
N -9.6021 -0.0554 7.6230
H -9.4451 0.5622 6.8394
H -10.4644 -0.5681 7.5068
H -9.5602 0.5180 8.4533
H -9.7372 -2.7914 8.5057
H -9.1789 -1.6727 9.6646
H -8.0092 -2.8184 8.9587
H -7.6960 -0.5172 8.0081
H -8.7555 -2.6880 6.0703
H -7.1605 -1.8681 6.2121
H -6.9098 -1.9209 3.9244
H -7.9641 -0.8412 3.0484
H -8.5332 -2.3989 3.5312
C -15.5273 0.7694 8.1025
C -14.5394 1.2806 7.0289
C -15.2117 2.2282 5.9114
O -14.5678 2.5352 4.6645
C -14.0936 1.3585 3.9325
N -13.3692 1.8331 7.8474
H -12.5907 2.1655 7.2965
H -13.5721 2.7580 8.1989
H -13.2247 1.1225 8.5505
H -15.0928 0.2458 8.9540
H -16.3414 0.1687 7.6968
H -15.9286 1.4632 8.8413
H -14.2699 0.3342 6.5601
H -15.4052 3.1980 6.3699
H -16.1802 1.8113 5.6351
H -13.5209 1.6728 3.0600
H -14.8665 0.6923 3.5490
H -13.3905 0.8887 4.6202
C -16.7098 -5.7710 7.0433
C -17.0963 -5.1025 8.4070
C -16.1877 -3.9741 8.7681
O -16.5070 -3.5541 10.0554
C -16.2070 -2.1820 10.4381
N -18.5910 -4.5894 8.3820
H -19.2927 -5.2844 8.1706
H -18.8931 -4.1764 9.2527
H -18.7510 -3.8290 7.7367
H -16.8657 -5.0466 6.2439
H -17.2426 -6.7191 6.9698
H -15.6370 -5.9587 7.0870
H -17.0527 -5.8575 9.1919
H -16.2986 -3.1089 8.1145
H -15.1227 -4.2032 8.7303
H -15.2409 -1.8958 10.0224
H -16.3664 -1.9074 11.4808
H -16.9084 -1.6641 9.7840
C -12.4429 -4.5661 9.9950
C -12.4590 -5.1822 11.3518
C -13.4570 -6.3091 11.2710
O -13.5521 -6.9191 12.4995
C -14.4361 -7.9900 12.5745
N -11.0258 -5.6374 11.7093
H -10.4286 -5.7641 10.9047
H -10.6352 -4.8182 12.1524
H -10.9084 -6.3811 12.3825
H -11.6246 -3.8532 9.8938
H -13.3411 -3.9655 9.8515
H -12.4751 -5.2552 9.1511
H -12.8009 -4.5309 12.1561
H -13.1610 -6.9970 10.4790
H -14.4254 -5.9221 10.9538
H -14.8579 -8.3762 13.5024
H -14.0778 -8.8949 12.0837
H -15.2899 -7.8028 11.9232
C -15.7844 -2.9819 0.7278
C -15.3824 -3.7883 1.9698
C -15.1797 -2.9666 3.2655
O -14.8326 -3.7345 4.3672
C -14.6052 -2.9785 5.5188
N -16.4711 -4.8223 2.1579
H -17.2965 -4.8553 1.5768
H -15.9548 -5.6897 2.1258
H -16.7771 -4.6376 3.1025
H -15.9375 -3.6392 -0.1282
H -15.1314 -2.1345 0.5194
H -16.6922 -2.3794 0.7593
H -14.5413 -4.4124 1.6678
H -16.1258 -2.5218 3.5742
H -14.4665 -2.1625 3.0842
H -15.5017 -2.4053 5.7548
H -13.7319 -2.3278 5.4738
H -14.3371 -3.6137 6.3631
C -10.8912 -5.2609 4.9004
C -11.1285 -6.2604 6.0796
C -12.5293 -6.9206 6.2388
O -12.5138 -7.5535 7.5060
C -13.7112 -8.2671 7.9906
N -10.0895 -7.3678 6.0709
H -9.6976 -7.6267 5.1768
H -9.2247 -7.2218 6.5718
H -10.5707 -8.1794 6.4311
H -9.8904 -4.8419 5.0054
H -11.5710 -4.4115 4.8339
H -10.7644 -5.8261 3.9771
H -10.9937 -5.8035 7.0600
H -12.8605 -7.6458 5.4956
H -13.2854 -6.1360 6.2101
H -13.9953 -9.1009 7.3486
H -14.5850 -7.6622 8.2328
H -13.3894 -8.7170 8.9298
C -12.6524 -1.2340 11.9861
C -12.5301 -0.0034 12.9865
C -13.4989 1.1880 12.8279
O -14.8124 0.7606 12.9530
C -15.8798 1.6573 12.7826
N -12.6793 -0.5779 14.4263
H -13.5003 -1.1486 14.5690
H -11.9184 -1.2173 14.6056
H -12.7154 0.2028 15.0661
H -13.6331 -1.7091 12.0143
H -11.8738 -1.9815 12.1378
H -12.5025 -1.0536 10.9216
H -11.5750 0.5149 12.9017
H -13.4661 1.4986 11.7836
H -13.1813 1.9899 13.4944
H -16.7987 1.2103 13.1620
H -16.0130 1.8821 11.7244
H -15.7945 2.5597 13.3879
C -12.3989 -3.1000 -0.6970
C -11.4291 -3.3350 0.4636
C -11.9116 -2.4170 1.6256
O -11.2079 -2.6909 2.7997
C -11.3546 -1.6310 3.7176
N -11.4497 -4.7651 0.9270
H -11.1832 -5.4750 0.2598
H -10.8838 -4.8625 1.7579
H -12.3550 -4.9921 1.3130
H -12.1702 -3.6182 -1.6283
H -12.4815 -2.0522 -0.9858
H -13.4013 -3.5047 -0.5574
H -10.3804 -3.0830 0.3063
H -12.9892 -2.5682 1.6904
H -11.7912 -1.3797 1.3131
H -10.8224 -2.0076 4.5911
H -12.3441 -1.5456 4.1666
H -10.8095 -0.7545 3.3672

***

# 2
148
Properties=species:S:1:pos:R:3 method="wB97M-V/def2-TZVPD" gap_ev=9.23
C 1.0829 1.5216 0.2210
C 0.4614 0.6953 -0.8353
O -0.2513 -0.3813 -0.1888
O 2.0296 0.8476 1.0151
H 0.2326 1.8586 0.8216
H 1.5323 2.4059 -0.2413
H 1.2895 0.2174 -1.3807
H -0.1845 1.2760 -1.4895
H -0.3290 -1.0995 -0.8612
H 1.6497 0.0307 1.3960
C 2.4950 -2.3735 0.9060
O 2.0277 -1.8828 2.1035
H 1.7377 -2.7089 0.2001
H 3.1620 -1.6168 0.4834
H 3.1203 -3.2264 1.1898
H 1.0862 -1.9015 2.2438
C -0.9427 4.2631 -0.9615
O 0.2458 4.4613 -1.8238
H -0.8142 4.5815 0.0721
H -1.8464 4.7346 -1.3743
H -1.0879 3.1788 -0.9910
H 0.6832 5.3143 -1.8287
C -2.3119 2.9056 2.2597
O -3.1336 3.1657 1.1090
H -2.9501 2.9969 3.1324
H -1.7551 1.9827 2.1708
H -1.5885 3.7396 2.3630
H -3.6787 2.3656 1.0616
C 4.3730 1.1160 -1.8379
O 5.5590 1.8489 -1.5528
H 4.0971 0.3675 -1.0716
H 3.5510 1.8090 -1.9628
H 4.5945 0.5355 -2.7407
H 5.9918 1.5444 -0.7447
C 2.7984 5.4449 0.3763
O 4.0633 5.4280 1.0428
H 1.9313 5.1945 0.9953
H 2.6282 6.4653 0.0332
H 2.7747 4.7805 -0.4927
H 4.2161 4.4945 1.2012
C 1.4105 3.0836 3.4611
O 0.9273 4.4224 3.2395
H 2.0853 2.8608 2.6470
H 2.1011 3.0196 4.3067
H 0.6535 2.2939 3.4292
H 0.4067 4.7478 3.9878
C -2.5869 -2.4167 -2.4668
C -1.3762 -3.2960 -2.0906
C -1.2698 -4.4867 -3.0204
O -1.0398 -4.0549 -4.3212
C -0.7526 -5.1466 -5.1649
N -0.1819 -2.4892 -2.0752
H -3.5311 -2.9671 -2.3921
H -2.5460 -2.1303 -3.5124
H -2.7993 -1.5312 -1.8735
H -1.4988 -3.6798 -1.0742
H -2.2043 -5.0777 -2.9595
H -0.4159 -5.1010 -2.6845
H -1.5726 -5.8630 -5.2028
H 0.1959 -5.6227 -4.8759
H -0.6198 -4.8067 -6.1806
H -0.0646 -2.1489 -3.0196
H 0.6011 -3.1035 -1.8742
C -0.9808 -3.2729 4.2729
C -1.4415 -2.1097 3.4161
C -0.9722 -0.8484 4.0095
O -1.8026 -0.5500 5.0909
C -1.4329 0.6607 5.6830
N -0.9561 -2.1654 1.9857
H -1.2061 -4.2279 3.8075
H -1.4109 -3.1736 5.2697
H 0.0958 -3.2903 4.3850
H -2.5343 -2.0619 3.3639
H -0.9795 -0.0527 3.2554
H 0.0882 -0.9092 4.3294
H -0.4205 0.6550 6.1499
H -2.1811 0.8707 6.4554
H -1.4952 1.4595 4.9246
H -1.4609 -2.8492 1.4280
H -1.0213 -1.2478 1.5651
C 5.1239 2.3653 3.5785
C 5.5605 2.1304 2.1660
C 5.8149 0.6438 2.0344
O 6.2988 0.3847 0.7354
C 6.3999 -0.9569 0.4903
N 4.5625 2.5764 1.1926
H 4.7990 3.3857 3.7334
H 5.9252 2.1587 4.2903
H 4.2835 1.7344 3.8424
H 6.4790 2.6751 1.9531
H 4.9386 -0.0140 2.2016
H 6.6012 0.2696 2.7209
H 7.1294 -1.4115 1.1771
H 6.8188 -1.1751 -0.4756
H 5.4695 -1.5053 0.6611
H 4.9874 2.5161 0.2748
H 3.7844 1.9240 1.2268
C -1.6922 3.9496 -5.0283
C -2.9760 3.1977 -4.9928
C -3.1784 2.6162 -3.5792
O -4.2343 1.6778 -3.6597
C -4.4338 1.0682 -2.3930
N -4.2102 3.9357 -5.4729
H -0.8161 3.4178 -4.6727
H -1.7496 4.8663 -4.4369
H -1.5073 4.2896 -6.0504
H -2.9398 2.3661 -5.6957
H -3.3086 3.3732 -2.7923
H -2.2333 2.0895 -3.3881
H -4.6235 1.8404 -1.6393
H -3.6010 0.4390 -2.0586
H -5.2372 0.3538 -2.5132
H -4.4801 4.7004 -4.8890
H -4.9633 3.2635 -5.4773
C -7.0595 -1.2755 1.9982
C -6.6216 0.1142 2.4748
C -6.0198 0.8965 1.3431
O -4.6122 0.8091 1.2917
C -4.1475 -0.4697 0.9953
N -7.7460 0.9423 2.9296
H -7.8960 -1.1571 1.3150
H -7.3974 -1.8505 2.8651
H -6.2925 -1.8901 1.5278
H -5.8673 -0.0504 3.2573
H -6.2837 1.9539 1.4124
H -6.4481 0.5506 0.3957
H -4.7442 -0.8698 0.1630
H -4.1910 -1.1872 1.8239
H -3.1313 -0.3854 0.6196
H -7.3159 1.8155 3.1932
H -8.2293 0.5776 3.7357
C 3.7583 -2.5872 -2.2185
C 3.6341 -3.9194 -2.9113
C 3.4266 -4.9649 -1.8512
O 2.0964 -4.8471 -1.3274
C 1.8358 -5.8184 -0.2695
N 2.6061 -4.1026 -3.9789
H 3.8799 -1.7700 -2.9393
H 4.5296 -2.5236 -1.4597
H 2.7632 -2.4757 -1.7894
H 4.6097 -4.1968 -3.3608
H 4.1756 -4.7849 -1.0705
H 3.5314 -5.9523 -2.3064
H 0.8649 -5.5561 0.1217
H 2.6238 -5.8089 0.4890
H 1.8691 -6.8263 -0.6916
H 1.7018 -3.7221 -3.7637
H 2.9548 -3.5879 -4.7709

***

# 3
68
Properties=species:S:1:pos:R:3 method="wB97M-V/def2-TZVPD" spin_multiplicity=6 gap_ev="7.17 / 5.78"
Fe -0.3255 -1.2748 1.0932
C -3.3649 1.2952 2.3375
O -3.5014 0.6850 3.6532
C -3.4328 -0.6825 3.7989
C -4.4917 -1.3294 4.4955
C -4.6826 -2.6695 4.3202
C -3.6152 -3.4598 3.8577
C -2.5050 -2.8783 3.1544
C -1.7957 -3.6598 2.2060
N -0.8411 -3.1797 1.3972
N -0.0080 -4.1323 0.7754
C 1.0309 -3.5546 0.1597
O 1.2552 -2.2853 0.2926
C 1.9334 -4.3510 -0.6184
C 1.8349 -5.7375 -0.6617
C 2.6707 -6.5496 -1.4438
C 3.6990 -5.8778 -2.1526
C 3.8308 -4.4848 -2.1093
C 2.9393 -3.7369 -1.3647
C -2.3086 -1.4033 3.2193
O -1.2304 -0.8339 2.7517
H -3.9109 2.2532 2.4720
H -2.2848 1.5092 2.1935
H -3.7766 0.6037 1.5603
H -5.1947 -0.7180 5.0663
H -5.5985 -3.1870 4.5663
H -3.6467 -4.5576 4.0485
H -1.8708 -4.7483 2.1337
H 1.0179 -6.2434 -0.0970
H 2.5751 -7.6471 -1.4549
H 4.3937 -6.4187 -2.8344
H 4.6960 -4.0310 -2.5504
H 2.9265 -2.6466 -1.2653
F -2.1972 1.5465 -2.9327
C -2.2233 2.7557 -2.3390
C -1.1202 3.2174 -1.5680
C -1.1254 4.5421 -1.1703
F 0.0700 5.0538 -0.7295
C -2.1678 5.4030 -1.4606
F -2.1053 6.6424 -0.9549
C -3.1468 5.0197 -2.3657
F -3.8730 5.9640 -3.0359
C -3.1410 3.6966 -2.7781
F -3.8978 3.4283 -3.8528
Ge 0.2703 1.9420 -0.9411
S -1.1222 0.2989 -0.3825
C 1.2138 2.4936 0.6273
C 0.5945 3.1720 1.6340
F -0.7186 3.4813 1.4646
C 1.2046 3.5600 2.8276
F 0.5653 4.3001 3.7612
C 2.5402 3.2521 3.0573
F 3.1249 3.6630 4.2348
C 3.2004 2.5221 2.0927
F 4.5382 2.3437 2.2826
C 2.5671 2.1850 0.9019
F 3.3205 1.4412 0.0239
C 1.3811 1.5233 -2.4965
C 1.9786 0.2587 -2.7800
F 1.7281 -0.7336 -1.8579
C 2.7402 0.0187 -3.9215
F 3.0851 -1.2833 -4.2268
C 3.2107 1.1215 -4.6381
F 4.1224 0.8999 -5.6191
C 2.7197 2.3640 -4.3381
F 3.0835 3.4449 -5.1133
C 1.8274 2.5665 -3.2896
F 1.3344 3.8276 -3.1168

***

# 4
66
Properties=species:S:1:pos:R:3 method="wB97M-V/def2-TZVPD" total_charge=-1 gap_ev=5.89
Zn 1.1222 3.1983 -0.4039
O 1.0708 6.1691 2.3257
C 0.6863 5.4653 1.4021
O 1.1923 4.3094 1.1464
C -0.5184 5.9736 0.5826
C -1.2571 6.9536 1.2632
C -2.3824 7.5542 0.7381
C -2.7962 7.1870 -0.5383
C -2.0855 6.2351 -1.2358
C -0.9393 5.5918 -0.7151
S -0.2215 4.4247 -1.8427
H -0.8921 7.2312 2.2423
H -2.9220 8.3016 1.3070
H -3.6691 7.6455 -0.9905
H -2.3989 5.9519 -2.2340
C -4.4569 -9.5272 -0.1233
O -3.0820 -9.2063 -0.0062
C -2.7488 -7.8857 0.0138
C -1.3923 -7.5969 0.1678
C -0.9590 -6.2903 0.1953
C -1.8660 -5.2349 0.0707
C -3.2087 -5.5341 -0.0854
C -3.6635 -6.8497 -0.1152
C -1.3720 -3.8491 0.1068
N -0.1151 -3.4883 0.1899
C -0.1414 -2.1088 0.1930
C -1.4238 -1.6445 0.1183
N -2.2103 -2.7705 0.0628
C -1.7722 -0.2545 0.1234
C -3.0659 0.2786 0.1009
C -3.2317 1.6410 0.1276
C -2.0985 2.4631 0.1469
N -0.8779 1.9688 0.1685
C -0.7026 0.6448 0.1694
C 0.6822 0.1730 0.2535
N 1.6396 1.1175 0.3418
C 2.8853 0.7293 0.5292
C 3.2660 -0.6160 0.5751
C 2.3060 -1.5837 0.4332
C 0.9691 -1.1932 0.2861
H -4.5238 -10.6101 -0.0859
H -4.8672 -9.1735 -1.0720
H -5.0340 -9.1007 0.7002
H -0.6963 -8.4202 0.2634
H 0.0918 -6.0571 0.3135
H -3.9417 -4.7430 -0.1953
H -4.7166 -7.0433 -0.2434
H -3.2114 -2.7969 0.0001
H -3.9292 -0.3772 0.0704
H -4.2169 2.0863 0.1163
H -2.1795 3.5440 0.1186
H 3.6163 1.5154 0.6428
H 4.3101 -0.8679 0.7054
H 2.5501 -2.6385 0.4448
F 8.2290 1.8549 0.4271
C 7.0437 2.1339 -0.1417
C 6.3707 3.2976 0.1725
F 6.9192 4.1578 1.0431
C 5.1476 3.5730 -0.4140
F 4.5518 4.7122 -0.0583
C 4.5349 2.7162 -1.3303
S 2.9801 3.0720 -2.0548
C 5.2572 1.5593 -1.6257
F 4.7617 0.6471 -2.4783
C 6.4801 1.2619 -1.0502
F 7.1236 0.1217 -1.3590